Here is a cluster of 8 separate species, C56H140N7O11P in total at a distorted geometry from the OMol25 dataset. Energies are from ωB97M-V/def2-TZVPD.

Values from the calculation:
- F_max: 3.3 eV/A
- Kohn-Sham gap: 1.554 eV
- HOMO: -6.68 eV
- ΔE to the lowest compared entry with this formula, charge and spin: 627.7 kJ/mol
- Calculated total energy: -102534.58800 eV
- Total charge: +4

Geometry (Å):
P -0.48697 1.95292 0.56869
O -1.84385 2.19815 -0.24798
O -0.53674 2.53452 2.06173
O 0.60664 2.78802 -0.17666
O -0.07512 0.44508 0.55653
C 4.99720 -1.35268 -4.50185
C 4.66909 -1.15313 -2.92903
N 5.91459 -0.81498 -2.02567
C 5.51299 -0.95945 -0.55878
C 7.07471 -1.85937 -2.32120
C 6.78006 -3.30985 -1.95415
C 6.38399 0.61600 -2.39190
C 7.45923 1.18341 -1.45197
O 8.71644 0.52289 -1.29221
C 9.42776 0.28506 -2.53344
H 4.06001 -1.54314 -5.02482
H 5.62511 -2.22755 -4.67050
H 5.44511 -0.48354 -4.98356
H 4.15131 -2.05477 -2.60183
H 3.98905 -0.34526 -2.65887
H 4.98697 -1.90241 -0.40968
H 5.00371 -0.03159 -0.29840
H 6.37326 -0.96369 0.11054
H 7.83859 -1.54719 -1.60906
H 7.35322 -1.71197 -3.36466
H 7.42464 -4.06261 -2.40798
H 5.79971 -3.66291 -2.27412
H 6.91755 -3.45227 -0.88229
H 5.48020 1.22337 -2.44063
H 6.67264 0.56822 -3.44190
H 7.05477 1.34012 -0.45200
H 7.55026 2.24494 -1.68218
H 9.70773 1.28203 -2.87370
H 8.86225 -0.23639 -3.30569
H 10.35276 -0.23640 -2.28736
C 1.75338 6.53546 -6.86019
C 1.25795 5.15091 -6.40407
N -0.19413 4.67566 -6.94657
C -0.44544 3.19232 -6.70462
C -1.27742 5.45931 -6.06927
C -2.65899 5.13963 -6.49222
C -0.34939 5.04514 -8.47223
C 0.60063 4.28958 -9.35914
O 0.01580 3.07291 -9.64224
C 0.81095 1.99667 -10.19430
H 2.25110 6.48341 -7.82852
H 2.49976 6.83897 -6.12609
H 1.04471 7.36363 -6.86276
H 1.12299 5.21707 -5.32448
H 1.86534 4.32695 -6.77857
H -0.54589 3.12898 -5.62111
H 0.52631 2.74047 -6.90371
H -1.31408 2.85306 -7.26895
H -1.03722 6.52093 -6.12737
H -1.23865 5.22759 -5.00489
H -2.97683 4.13449 -6.21516
H -2.94664 5.16419 -7.54329
H -3.40505 5.86092 -6.15871
H -0.05228 6.09312 -8.43274
H -1.33996 5.06212 -8.92673
H 1.55371 3.99910 -8.91713
H 0.93157 4.82509 -10.24897
H 1.75009 1.96490 -9.64194
H 1.06431 2.11468 -11.24785
H 0.19465 1.11594 -10.01373
C -3.85613 -3.51520 -4.60014
C -4.24667 -2.87157 -3.27717
N -5.15788 -3.77651 -2.35056
C -5.41028 -2.97462 -1.10140
C -6.53250 -4.08257 -3.06610
C -7.09865 -2.90622 -3.95777
C -4.37392 -5.03818 -1.98137
C -4.95575 -5.99337 -0.89563
O -6.24351 -6.44090 -1.27573
C -7.11517 -6.90397 -0.25937
H -4.65369 -3.89624 -5.23795
H -3.18777 -4.32317 -4.30251
H -3.24650 -2.84178 -5.20259
H -4.66333 -1.87670 -3.43443
H -3.41247 -2.53314 -2.66261
H -5.77392 -1.95498 -1.22875
H -4.56901 -2.80381 -0.42971
H -6.27971 -3.45185 -0.64925
H -7.25171 -4.29004 -2.27377
H -6.40499 -4.95380 -3.70859
H -8.11461 -3.14881 -4.26935
H -6.48054 -2.52045 -4.76846
H -7.11480 -1.95877 -3.41909
H -3.45489 -4.58819 -1.60588
H -4.20466 -5.63430 -2.87808
H -5.06439 -5.41134 0.01954
H -4.33465 -6.86316 -0.68161
H -7.20220 -6.19987 0.56815
H -6.62890 -7.81098 0.09976
H -8.11520 -7.07511 -0.65778
C 0.01427 1.07289 8.31979
C -1.14527 0.09715 7.90826
N -0.62047 -1.31830 7.31845
C 0.77083 -1.10483 6.64317
C -0.41214 -2.20967 8.56431
C -0.01093 -3.67926 8.38660
C -1.64629 -1.95517 6.32655
C -3.01454 -2.27978 6.94227
O -3.63383 -1.16031 7.46787
C -4.90813 -1.31456 7.91027
H 0.74387 1.25125 7.52988
H 0.54925 0.80549 9.23105
H -0.32263 2.07127 8.59881
H -1.73097 0.38612 7.03559
H -1.80723 -0.18345 8.72752
H 1.44757 -1.01656 7.49307
H 0.63038 -0.36277 5.85721
H 0.96893 -2.04078 6.12081
H -1.35710 -2.23951 9.10675
H 0.33954 -1.66557 9.13619
H 1.01360 -3.91311 8.09722
H -0.60059 -4.23511 7.65761
H -0.17458 -4.23043 9.31263
H -1.23594 -2.84088 5.84155
H -1.59642 -1.29155 5.46329
H -2.83808 -3.08026 7.66073
H -3.55548 -2.71586 6.10244
H -4.90318 -1.91440 8.82037
H -5.61822 -1.64669 7.15293
H -5.24259 -0.31781 8.19788
C -8.55142 5.78818 2.88781
C -7.57709 6.08150 4.03716
N -6.09283 5.62063 3.78691
C -6.15070 4.12494 3.93642
C -5.74783 6.07915 2.35567
C -5.98678 7.56577 2.00794
C -5.13431 6.30624 4.86260
C -5.39682 5.99216 6.36911
O -6.72168 6.46339 6.71606
C -7.23973 5.88285 7.92880
H -9.45897 5.30103 3.24439
H -8.15724 5.03304 2.20776
H -9.05916 6.64468 2.44427
H -7.95441 5.51524 4.88869
H -7.54590 7.13129 4.32882
H -5.25111 3.75638 3.44348
H -6.96966 3.70321 3.35369
H -6.21740 3.85515 4.99040
H -6.07737 5.25702 1.72036
H -4.65924 6.02500 2.36608
H -5.39989 7.89569 1.15071
H -5.67481 8.30301 2.74771
H -7.03899 7.84938 1.98468
H -5.18507 7.38563 4.71962
H -4.16677 5.85792 4.63683
H -4.69287 6.50616 7.02362
H -5.38562 4.91462 6.53306
H -8.08445 6.44028 8.33354
H -6.47581 5.70319 8.68529
H -7.77092 4.96300 7.68429
C 3.17473 -14.56979 -1.39342
C 3.62790 -13.25198 -2.02751
N 2.58322 -12.61420 -2.96215
C 3.20839 -11.30506 -3.45111
C 2.32065 -13.56880 -4.18171
C 1.45735 -12.92517 -5.31314
C 1.19902 -12.40252 -2.29624
C 1.29781 -11.50850 -0.98763
O 1.46014 -10.17075 -1.46466
C 1.76306 -9.15164 -0.52308
H 3.21096 -15.41819 -2.07680
H 2.23256 -14.53480 -0.84645
H 3.88095 -14.73256 -0.57928
H 4.61648 -13.24978 -2.48662
H 3.75104 -12.51172 -1.23697
H 3.82291 -11.54588 -4.31854
H 3.71930 -10.83736 -2.60947
H 2.37450 -10.71397 -3.82970
H 1.83740 -14.48730 -3.84866
H 3.26833 -13.92212 -4.58813
H 1.70427 -11.86846 -5.41559
H 0.37730 -13.00214 -5.18802
H 1.63684 -13.35587 -6.29822
H 0.83034 -13.38622 -2.00553
H 0.53297 -11.94738 -3.02927
H 2.11339 -11.71865 -0.29571
H 0.35924 -11.44271 -0.43731
H 1.66598 -8.17714 -1.00166
H 2.79346 -9.32016 -0.21009
H 1.18665 -9.20306 0.40061
C 2.37110 9.59567 0.79717
C 2.64031 8.44481 1.73722
N 4.13255 8.15243 2.07806
C 4.84231 7.94101 0.73665
C 4.77863 9.32183 2.89248
C 4.12235 9.68474 4.19645
C 4.26996 6.89486 3.06087
C 5.63405 6.70846 3.86878
O 6.81381 6.64063 3.16410
C 7.72408 5.70366 3.66491
H 1.28141 9.61080 0.77583
H 2.68622 9.61852 -0.24604
H 2.45761 10.59891 1.21443
H 2.19652 7.51625 1.37817
H 2.14163 8.72523 2.66500
H 5.89007 7.79956 1.00178
H 4.71554 8.75863 0.02705
H 4.38930 7.01859 0.37332
H 4.76901 10.17021 2.20819
H 5.83706 9.13025 3.06888
H 3.83213 8.79230 4.75090
H 3.20903 10.23506 3.97040
H 4.71450 10.33358 4.84179
H 4.03515 5.99843 2.48695
H 3.38930 6.87734 3.70293
H 5.37459 5.77410 4.36650
H 5.82024 7.43134 4.66305
H 8.48136 5.44909 2.92341
H 7.26984 4.74201 3.90366
H 8.33361 6.03572 4.50533

Forces on the atoms, in the same order (eV/Å):
-0.6 0.9 0.7
1.0 -0.4 1.0
-0.5 -0.8 -1.2
0.4 0.0 -0.5
-0.3 0.3 0.0
-0.4 0.5 1.8
0.8 0.3 -1.0
0.2 -2.0 -0.7
0.5 0.8 -0.5
-0.4 0.5 0.8
-0.7 -0.2 0.0
0.2 -1.3 0.2
-0.2 0.5 0.5
-1.0 -0.6 -0.9
0.2 1.4 0.8
-0.1 0.1 0.2
0.0 0.1 0.2
0.0 0.0 0.2
0.6 -0.1 0.4
-0.1 0.1 -0.6
-0.3 0.5 -0.2
-0.8 -0.5 0.0
0.4 -0.1 -0.5
0.3 0.3 -0.6
0.0 0.0 0.3
0.5 0.6 -0.3
-0.3 0.2 0.2
-0.4 0.0 0.0
0.1 0.2 0.7
0.4 -0.2 0.1
-0.1 -0.8 0.2
0.5 0.1 -0.9
0.1 -0.1 -0.5
0.0 0.0 0.2
-0.3 -0.2 0.1
0.2 -0.5 -0.2
-1.9 0.0 -0.8
-1.4 1.3 0.3
1.4 1.3 0.9
0.8 0.2 -1.1
-2.0 -0.4 -1.1
1.4 1.5 1.2
1.2 -1.1 0.0
-1.3 -1.5 -1.0
-0.3 1.0 0.8
-0.1 0.1 0.0
0.2 -0.1 0.0
-0.3 -0.3 0.0
0.1 -0.8 -0.1
0.4 0.3 0.6
-0.4 -0.4 0.0
-0.5 -0.6 -0.6
0.5 -0.1 0.1
0.0 0.0 -0.4
0.9 -0.6 -0.1
0.0 0.1 0.5
0.9 0.1 -0.5
0.3 0.0 0.9
0.0 0.0 -0.3
-0.2 -0.7 0.8
0.4 0.7 0.8
-0.6 0.5 -0.2
0.2 -0.3 0.2
-0.3 0.2 -0.1
0.3 0.0 -0.2
0.8 -0.5 0.9
-0.4 0.3 0.1
-0.2 1.3 -1.0
-1.4 0.2 0.4
0.2 1.4 -0.8
0.9 0.4 1.2
-0.2 -0.5 0.3
-1.4 1.1 0.2
-0.2 0.9 -1.3
1.0 -0.3 0.3
-0.1 0.1 0.3
0.0 -0.3 -0.6
-0.1 0.2 0.2
-1.1 -0.4 0.1
0.5 -0.9 0.1
0.1 0.0 -1.1
0.3 -0.8 -0.2
0.5 -0.2 0.6
0.3 -0.2 -0.1
0.2 -0.1 0.4
0.2 -0.1 -0.1
0.0 -1.1 -0.5
-0.6 -0.2 0.8
0.3 -0.5 0.0
0.0 0.4 -0.1
0.2 0.0 0.4
0.6 0.2 -0.3
0.1 0.2 0.1
-0.7 -0.4 0.4
0.3 -0.1 -0.2
-0.4 -0.3 -0.1
1.2 -0.7 -1.0
0.5 -0.5 1.0
-2.2 -1.6 0.2
0.0 -0.3 -0.5
0.2 -0.4 -0.6
0.9 1.2 0.3
1.3 -0.2 -1.0
2.1 0.6 -1.0
-1.7 0.5 1.1
-0.2 -0.2 0.0
0.0 -0.7 -0.1
-0.8 -0.1 -0.3
0.0 0.8 0.4
0.1 0.3 -0.2
0.3 0.7 -0.7
0.5 0.5 0.5
0.2 -0.1 0.1
0.1 0.5 0.0
-0.2 -0.1 0.2
0.2 0.6 0.1
-0.4 0.3 -0.1
0.0 0.3 0.2
0.3 -0.4 0.8
-0.8 0.6 0.2
-0.3 -0.1 0.4
-0.4 -0.1 -0.1
-0.5 -0.4 0.0
0.1 -0.5 -0.1
-0.1 0.0 0.1
-0.7 -0.5 0.3
-0.2 -0.1 0.3
-2.6 1.6 1.2
1.2 0.3 -1.0
2.3 0.2 1.1
-1.1 0.1 0.8
-0.6 -1.2 0.2
-2.2 0.1 -0.8
0.5 0.0 0.5
-0.5 -0.3 -0.6
0.2 -0.4 0.7
0.0 0.6 -0.5
1.0 0.2 -0.6
0.6 0.2 0.1
0.0 -0.1 -0.1
0.3 -0.3 0.4
-0.2 0.3 0.3
0.0 0.1 -0.3
-0.3 0.7 -0.3
0.2 -0.5 -0.2
-0.5 -0.5 -0.4
0.6 -0.6 0.7
-0.1 -0.3 -0.9
0.1 -0.2 -0.3
0.2 0.4 -0.2
0.5 -0.1 -0.3
0.4 -0.1 0.1
0.6 0.8 -0.1
0.0 0.1 0.0
0.5 -0.6 -0.1
0.8 0.2 0.1
-1.3 0.3 0.8
0.0 -0.8 -1.0
-1.3 -0.7 -0.4
-0.5 0.3 -0.6
0.3 0.3 0.4
1.3 0.4 1.9
-0.4 1.5 -1.4
-0.2 0.3 -0.8
0.7 -0.8 0.3
-0.1 0.1 0.1
-0.2 0.2 -0.4
0.3 -0.3 -0.2
-0.3 -0.4 -0.6
-0.1 0.0 0.1
0.4 0.0 0.4
-0.1 0.0 -0.4
0.3 0.3 0.4
-0.1 0.3 0.5
0.3 0.5 0.2
-0.1 0.0 -0.1
0.1 -0.1 0.4
0.4 -0.3 0.2
0.0 0.1 -0.2
0.2 0.1 0.1
0.0 -0.6 -0.1
-0.2 -1.0 0.1
-0.1 -0.2 0.0
0.3 0.4 0.1
-0.5 0.0 -0.1
-1.2 0.8 0.0
0.8 0.1 0.7
0.1 0.5 1.4
0.1 -0.7 1.6
0.4 0.4 -1.2
-1.3 -0.2 -0.2
0.6 0.3 -1.2
-1.9 0.3 0.5
0.0 -0.1 -1.5
1.3 -1.0 -0.1
-0.3 -0.4 -0.4
0.3 -0.5 0.3
1.0 0.0 0.3
0.3 -0.1 0.0
0.2 -0.4 0.2
0.0 -0.1 -0.3
-0.2 0.0 0.5
0.3 0.1 -0.3
-0.1 0.0 0.0
-0.1 -0.7 -0.4
0.1 0.1 0.2
-0.1 0.0 0.3
0.3 -0.2 -0.3
0.6 0.0 -0.6
0.3 0.7 0.5
0.3 -0.3 0.2
-0.8 0.3 0.2
-0.2 0.4 -0.5
-0.4 0.1 0.2
-0.5 0.4 0.4

Löwdin population analysis, charges in e, atoms 1 to 2: atom 1 (P): -0.141, atom 2 (O): -0.596